This record from the Open Molecules 2025 dataset describes C6H12O in the gas phase. The level of theory is ωB97M-V/def2-TZVPD.

Cartesian coordinates (Å):
O -0.59 -1.60 -2.15
C 0.01 0.12 0.99
C 0.16 -0.47 -1.83
C -0.13 1.65 1.24
C 0.48 0.10 -0.47
C -1.32 -0.55 1.37
C 1.56 -0.57 -1.29
H -1.73 -0.05 2.26
H 0.58 1.16 -0.68
H -0.36 1.92 2.28
H -0.08 0.32 -2.55
H 0.78 2.18 0.93
H 0.80 -0.27 1.64
H 1.90 -1.58 -1.07
H 2.37 0.07 -1.66
H -1.24 -1.61 1.62
H -0.95 2.00 0.59
H -0.16 -2.38 -1.79
H -2.06 -0.43 0.57

gap between HOMO and LUMO = 10.304 eV
multiplicity = 1
largest force on an atom = 0.66 eV Å⁻¹
SMILES = CC(C)[C@H]1C[C@H]1O
highest occupied orbital energy = -9.330 eV
energy relative to the best compared isomer or geometry (same formula, charge and spin) = 2.146 eV